Entry 1:
Density functional theory data (the ωB97M-V functional and the def2-TZVPD basis) for one molecule with the formula C3H3N3O2 in a non-equilibrium geometry.

```
11
Properties=species:S:1:pos:R:3:forces:R:3:nbo_charge:R:1
O 2.303 -0.101 -1.073 1.675 -0.685 1.099 -0.64
C 1.146 -0.018 -0.449 1.245 -3.296 5.148 0.48
C 0.008 0.517 -0.845 -3.084 2.953 -4.727 -0.40
C -1.141 0.503 -0.051 0.612 -3.185 1.637 0.51
O -2.387 1.003 -0.275 1.712 2.818 -1.975 -0.63
N -1.124 -0.435 1.034 -0.332 1.511 -1.518 -0.27
N -0.031 -1.059 1.369 1.561 2.639 -1.836 0.05
N 1.151 -0.692 0.757 -1.200 -0.944 -0.212 -0.36
H 2.894 -0.634 -0.393 -1.529 1.331 -1.833 0.52
H 0.055 0.844 -1.961 -0.664 0.032 2.063 0.23
H -2.336 1.865 -0.911 0.004 -3.173 2.155 0.50
```
Forces are in eV/Å.

As for the SMILES: Oc1cc(O)nnn1. The HOMO energy is -9.96 eV. The frontier orbital gap comes out at 0.36701 Eh. The calculation puts the energy above the lowest of the compared OMol25 structures with the same formula, charge and spin at 401.2 kJ/mol.



Entry 2:
Density functional theory data (the ωB97M-V functional and the def2-TZVPD basis) for one molecule with the formula C3H3N3O2 in a non-equilibrium geometry.

```
11
Properties=species:S:1:pos:R:3:forces:R:3:nbo_charge:R:1
H 0.793 2.357 -0.366 0.030 -0.770 -1.023 0.36
N -0.208 2.144 -0.430 -1.419 -6.153 2.802 -0.57
C -0.504 0.808 -0.116 0.529 4.984 -0.074 0.31
N -1.842 0.487 0.471 2.084 -3.918 -3.776 -0.42
C -1.944 -0.801 0.130 1.558 1.756 1.115 0.39
O -0.762 -1.588 -0.378 -2.512 3.883 0.585 -0.46
C 0.218 -0.558 -0.337 -1.083 0.995 1.078 0.39
N 1.390 -0.982 -0.304 3.534 0.195 1.872 -0.11
O 2.369 -0.043 0.389 0.532 -1.057 -0.884 -0.61
H -2.847 -1.361 0.374 0.538 -0.336 -0.348 0.21
H 3.336 -0.462 0.566 -3.792 0.421 -1.348 0.50
```
Forces are in eV/Å.

As for the SMILES: [H]/N=C1/N=CO/C1=N/O. The HOMO energy is -9.91 eV. The frontier orbital gap comes out at 0.32596 Eh. The calculation puts the energy above the lowest of the compared OMol25 structures with the same formula, charge and spin at 631.8 kJ/mol.



Entry 3:
Density functional theory data (the ωB97M-V functional and the def2-TZVPD basis) for a 2-piece molecular cluster, C3H3N3O2 overall in a non-equilibrium geometry.

```
11
Properties=species:S:1:pos:R:3:forces:R:3:nbo_charge:R:1
C 1.958 -0.260 -0.320 -0.902 1.126 -3.408 -0.71
C 0.668 -0.178 0.433 0.871 1.573 -0.683 0.71
O 0.224 -0.975 1.199 -0.327 0.397 -0.183 -0.52
N 0.073 1.130 0.007 -4.146 -1.307 1.502 -0.66
C -1.175 1.297 0.259 0.520 2.324 0.128 0.94
O -2.290 1.659 0.443 4.036 0.837 -0.276 -0.46
H 1.599 -0.408 -1.463 0.881 0.312 2.463 0.24
H 2.588 0.669 -0.353 -0.940 -0.737 0.328 0.25
H 2.537 -1.085 -0.071 0.918 -1.479 0.617 0.23
N -2.721 -0.431 0.092 -9.748 -15.183 -4.363 -0.06
N -3.459 -1.418 -0.226 8.836 12.137 3.874 0.04
```
Forces are in eV/Å.

As for the SMILES: CC(=O)N=C=O.N#N. The HOMO energy is -10.78 eV. The frontier orbital gap comes out at 0.38786 Eh. The calculation puts the energy above the lowest of the compared OMol25 structures with the same formula, charge and spin at 316.8 kJ/mol.



Entry 4:
Density functional theory data (the ωB97M-V functional and the def2-TZVPD basis) for one molecule with the formula C3H3N3O2 in a non-equilibrium geometry.

```
11
Properties=species:S:1:pos:R:3:forces:R:3:nbo_charge:R:1
H -2.056 1.634 1.008 -0.107 -0.523 0.203 0.36
N -2.133 0.630 0.786 0.181 0.885 -0.134 -0.60
C -1.177 0.357 0.023 0.056 1.502 0.564 0.61
N -1.013 -0.835 -0.567 -2.022 -0.957 -0.834 -0.49
C 0.063 -1.373 -0.760 2.179 -1.878 0.428 0.47
O 1.275 -1.043 -0.253 1.045 0.705 0.254 -0.50
C 1.601 0.205 0.248 1.310 -3.075 1.146 0.32
N 1.017 1.271 0.149 -1.436 2.846 0.672 -0.15
O -0.255 1.341 -0.412 -0.304 0.368 -0.646 -0.41
H 0.230 -2.357 -1.194 -0.595 0.185 -0.394 0.19
H 2.448 0.169 0.972 -0.307 -0.056 -1.259 0.21
```
Forces are in eV/Å.

As for the SMILES: [H]/N=C1/N=COC=NO1. The HOMO energy is -10.16 eV. The frontier orbital gap comes out at 0.38564 Eh. The calculation puts the energy above the lowest of the compared OMol25 structures with the same formula, charge and spin at 445.2 kJ/mol.



Number 1: LUMO energy 0.024 eV. Number 2: LUMO energy -1.044 eV. Number 3: LUMO energy -0.225 eV. Number 4: LUMO energy 0.329 eV.